(1)
Entry from OMol25: a cluster of 2 separate species, C6H6 in total in a non-equilibrium geometry (ωB97M-V/def2-TZVPD).

Values from the calculation:
Structure (SMILES): C=C=C=C.C#C
Frontier orbital gap (Ha): 0.3333

The geometry in ORCA input format:
```
! wB97M-V def2-TZVPD RIJCOSX def2/J DEFGRID3
* xyz 0 1
C 1.7486 -0.5783 -0.7079
C 0.9155 0.4232 -1.0038
C -0.0416 1.1538 -1.3044
C -1.0359 1.9961 -1.5245
H 2.7079 -0.6487 -1.0331
H 1.5798 -1.3654 -0.0287
H -1.7954 1.8072 -0.7909
H -0.9768 2.6561 -2.2771
C -0.7813 -1.6321 2.7147
C -0.7180 -1.0857 1.6334
H -1.1459 -1.7914 3.6971
H -0.4569 -0.9349 0.6251
*
```



(2)
Entry from OMol25: a structure of composition C10H24N3O4Y in a non-equilibrium geometry (ωB97M-V/def2-TZVPD).

Values from the calculation:
Expectation value of S²: 0.7587
Frontier orbital gap (alpha / beta) (Ha): 0.1153 / 0.1136

The geometry in ORCA input format:
```
! wB97M-V def2-TZVPD RIJCOSX def2/J DEFGRID3
* xyz 3 2
Y 14.8135 -10.9750 16.0396
C 17.4602 -8.5983 15.7028
O 16.6647 -9.4953 16.3060
H 18.2755 -9.1426 15.2263
H 16.9184 -8.0594 14.9256
H 17.9250 -7.8467 16.3409
C 21.0378 -11.7306 15.9417
C 20.8465 -12.2169 14.5283
O 21.2540 -13.3510 14.3380
N 20.3280 -11.5011 13.5851
C 20.4739 -10.0874 13.5206
H 21.8897 -11.0507 15.9412
H 21.2398 -12.5550 16.6256
H 20.1464 -11.1978 16.2728
H 20.5303 -12.0211 12.7432
H 20.5613 -9.7948 14.5670
H 19.5140 -9.6016 13.3449
H 21.1458 -9.5363 12.8627
C 20.9641 -5.2059 18.2201
C 20.7158 -5.8550 19.5693
O 21.3222 -5.4343 20.5500
N 19.9665 -6.9724 19.7110
C 19.3794 -7.7140 18.6581
H 20.8180 -4.1287 18.2997
H 20.3747 -5.5842 17.3848
H 22.0452 -5.2663 18.0952
H 19.6843 -7.2993 20.6241
H 18.5903 -6.9927 18.4456
H 18.9434 -8.6805 18.9110
H 20.1718 -7.8209 17.9174
C 15.4535 -11.7397 11.7037
C 15.2593 -10.4688 12.5212
O 15.2506 -10.5228 13.7517
N 15.1688 -9.3309 11.8941
C 14.9643 -7.9864 12.5310
H 15.3984 -11.4864 10.6449
H 14.6428 -12.4626 11.7946
H 16.4259 -12.2098 11.8504
H 15.4449 -9.3131 10.9228
H 14.7341 -8.0893 13.5915
H 14.0768 -7.5251 12.0981
H 15.7060 -7.1922 12.6159
*
```



(3)
Entry from OMol25: a cluster of 2 separate species, C4H9NO in total in a non-equilibrium geometry (ωB97M-V/def2-TZVPD).

Values from the calculation:
Frontier orbital gap (Ha): 0.3147

The geometry in ORCA input format:
```
! wB97M-V def2-TZVPD RIJCOSX def2/J DEFGRID3
* xyz 0 1
C -0.7545 1.8611 0.2283
C 2.0819 -0.6974 0.1393
N -1.3463 -1.1205 0.4997
C -1.0152 -0.4106 -0.6139
C -1.2307 0.9980 -0.6931
O 0.9620 0.0818 -0.0844
H -1.0093 -0.7057 1.3583
H -1.1523 -2.1100 0.4607
H -0.4700 1.5698 1.2263
H -0.6830 2.9179 0.0110
H -1.0884 -0.9767 -1.5392
H -1.5621 1.3571 -1.6558
H 2.7111 -0.2487 0.9244
H 2.7194 -0.7963 -0.7600
H 1.8376 -1.7200 0.4985
*
```



(4)
Entry from OMol25: a cluster of 3 separate species, C7H8N2O in total in a non-equilibrium geometry (ωB97M-V/def2-TZVPD).

Values from the calculation:
Frontier orbital gap (alpha / beta) (Ha): 0.2857 / 0.2857

The geometry in ORCA input format:
```
! wB97M-V def2-TZVPD RIJCOSX def2/J DEFGRID3
* xyz 0 1
C 1.9098 -2.1809 0.1611
C 1.4253 -1.1419 0.3754
C -1.5812 -0.9244 -0.0917
C -2.8946 -0.5431 -0.0875
C -1.6721 1.1133 0.5351
C -0.7531 0.1346 0.3027
C 0.7320 0.0938 0.3184
N 1.2912 2.4820 0.5206
N 1.4270 1.1826 0.6615
O -2.9235 0.7796 0.2688
H 2.3891 -3.1346 0.0875
H -1.1110 -1.8946 -0.2417
H -3.6452 -1.1916 -0.2645
H -1.5045 2.0887 0.9247
H 1.9245 0.0230 -2.3953
H 2.2509 -0.6144 -1.8798
H 0.3184 2.7290 0.1294
H 2.4170 0.9988 0.6755
*
```



(5)
Entry from OMol25: a cluster of 2 separate species, C3H9NO3 in total in a non-equilibrium geometry (ωB97M-V/def2-TZVPD).

Values from the calculation:
Structure (SMILES): CNC(=O)CO.O
Frontier orbital gap (Ha): 0.3480

The geometry in ORCA input format:
```
! wB97M-V def2-TZVPD RIJCOSX def2/J DEFGRID3
* xyz 0 1
C 0.0000 0.0000 0.0000
N -0.5944 1.1111 -0.7678
C 0.0521 1.5943 -1.8025
O 1.1992 1.3547 -2.0107
C -0.5793 2.7188 -2.5993
O -0.7869 3.8647 -1.7104
H 0.4303 -0.7901 -0.6382
H -0.8621 -0.4191 0.5456
H 0.7618 0.3136 0.7334
H -1.2849 1.7430 -0.3549
H 0.0901 2.9894 -3.4384
H -1.5299 2.3518 -3.0319
H -0.8439 4.6822 -2.2480
O -1.2614 6.0677 -3.2737
H -2.0327 6.6683 -3.1611
H -1.1784 5.9505 -4.2472
*
```



(6)
Entry from OMol25: a structure of composition C59H54Br2F5Ge2NOPdS4 in a non-equilibrium geometry (ωB97M-V/def2-TZVPD).

Values from the calculation:
Frontier orbital gap (Ha): 0.2202

The geometry in ORCA input format:
```
! wB97M-V def2-TZVPD RIJCOSX def2/J DEFGRID3
* xyz -2 1
Pd 0.9542 -3.1666 -0.4632
C 2.4667 -0.6129 5.9251
C 2.6770 0.2507 4.7096
C 3.6938 -0.0305 3.8060
C 3.8733 0.7233 2.6556
C 5.0329 0.4391 1.7411
C 2.9831 1.7741 2.3866
C 1.9999 2.1147 3.3188
C 1.0876 3.3013 3.1245
C 1.8601 1.3439 4.4677
C 3.1403 2.5561 1.1261
C 4.1281 3.5360 1.0941
C 4.3416 4.2909 -0.0462
C 3.5585 4.0671 -1.1631
C 2.5525 3.0995 -1.1522
C 2.3229 2.3400 0.0017
Ge 0.9706 0.8432 0.0373
S 2.0601 -1.0100 -0.0957
S -0.5390 0.9435 1.7612
Ge -1.7489 -0.2312 0.1845
S -1.2913 -2.3484 0.1588
S -0.7159 0.9422 -1.5068
C -3.7303 0.2209 0.3544
C -4.2965 1.4102 -0.1246
C -5.6757 1.6205 -0.0171
C -6.5066 0.6946 0.5791
C -5.9530 -0.4669 1.0826
C -4.5873 -0.7160 0.9700
C -4.1247 -1.9990 1.5726
C -3.5573 -2.0028 2.8481
C -3.3120 -0.7086 3.5803
C -3.1810 -3.2154 3.4132
C -3.3591 -4.4139 2.7396
C -2.8921 -5.7151 3.3337
C -3.9491 -4.3909 1.4826
C -4.3312 -3.2015 0.8849
C -4.8817 -3.1895 -0.5140
C -3.6050 2.5841 -0.7416
C -3.2181 3.6449 0.0855
C -3.2125 3.4848 1.5811
C -2.8827 4.8643 -0.4923
C -2.9430 5.0553 -1.8652
C -2.7095 6.4199 -2.4618
C -3.2780 3.9772 -2.6717
C -3.6081 2.7414 -2.1314
C -3.9743 1.5919 -3.0285
C 1.7675 2.9397 -2.4107
C 0.7278 3.8347 -2.6842
C 0.3181 4.8685 -1.6704
C 0.0413 3.7273 -3.8853
C 0.3573 2.7476 -4.8148
C -0.4374 2.6096 -6.0869
C 1.4004 1.8782 -4.5341
C 2.1169 1.9592 -3.3460
C 3.2201 0.9745 -3.0706
H 3.2937 -1.3114 6.0504
H 1.5486 -1.1948 5.8206
H 2.3789 -0.0070 6.8296
H 4.3554 -0.8696 3.9926
H 5.5946 -0.4281 2.0884
H 5.7087 1.2978 1.6915
H 4.6792 0.2251 0.7329
H 1.3254 3.8476 2.2141
H 1.1738 3.9834 3.9744
H 0.0505 2.9680 3.0593
H 1.0728 1.5940 5.1733
H 4.7383 3.6869 1.9777
H 5.1178 5.0474 -0.0663
H 3.7130 4.6416 -2.0701
H -6.0832 2.5459 -0.4098
H -7.5713 0.8821 0.6581
H -6.5766 -1.2047 1.5751
H -4.1962 -0.0684 3.5630
H -2.4961 -0.1557 3.1069
H -3.0272 -0.9002 4.6152
H -2.7084 -3.2164 4.3906
H -2.6694 -5.6047 4.3954
H -1.9822 -6.0508 2.8306
H -3.6469 -6.4943 3.2105
H -4.0573 -5.3188 0.9302
H -4.9089 -4.1994 -0.9225
H -4.2361 -2.5854 -1.1549
H -5.8863 -2.7606 -0.5490
H -4.2086 3.2263 1.9492
H -2.8817 4.4030 2.0680
H -2.5357 2.6784 1.8679
H -2.5956 5.6947 0.1461
H -2.0999 7.0371 -1.8007
H -3.6664 6.9295 -2.6075
H -2.2192 6.3568 -3.4350
H -3.3059 4.1075 -3.7497
H -4.0998 1.9242 -4.0599
H -4.8919 1.1054 -2.6947
H -3.1765 0.8454 -3.0066
H 1.1822 5.3023 -1.1693
H -0.3112 4.3996 -0.9084
H -0.2572 5.6651 -2.1426
H -0.7730 4.4143 -4.0891
H -0.9540 3.5398 -6.3279
H -1.1880 1.8229 -5.9737
H 0.2032 2.3379 -6.9273
H 1.6585 1.1073 -5.2538
H 3.6752 0.6295 -4.0006
H 2.8118 0.1050 -2.5459
H 3.9919 1.4015 -2.4308
Br 2.7726 -7.0099 2.8534
C 3.7091 -6.1668 1.4338
C 4.9872 -6.6039 1.1246
C 5.6792 -6.0166 0.0926
Br 7.4432 -6.6702 -0.2852
C 5.1149 -4.9917 -0.6896
C 5.7491 -4.3649 -1.7813
C 5.0948 -3.3748 -2.4651
C 3.8046 -3.0082 -2.0730
N 3.1904 -3.5712 -1.0596
C 3.8050 -4.5413 -0.3524
C 3.0486 -5.1093 0.7629
O 1.9096 -4.6962 1.0762
H 5.4322 -7.4071 1.6949
H 6.7508 -4.6633 -2.0598
H 5.5629 -2.8633 -3.2963
H 3.2696 -2.2194 -2.5864
F -1.1291 -5.2213 -0.8793
C 0.0085 -4.7166 -1.4487
F -0.4107 -4.1712 -2.6534
C 0.8054 -5.9445 -1.8892
F 0.0931 -6.7552 -2.7145
F 1.9020 -5.5824 -2.5849
F 1.1933 -6.7094 -0.8633
*
```



no.,calculated total energy (Ha)
1,-232.0048
2,-897.8156
3,-287.6755
4,-456.0479
5,-400.1696
6,-13932.8775